Below is a 5-piece molecular cluster, C33H40Br2ClF33N3O10P2 overall, with properties calculated with ωB97M-V/def2-TZVPD.

Geometry (Å):
C 1.136 0.632 1.128
C -0.140 -0.149 0.788
C 0.058 -1.634 0.471
Br 1.668 -1.818 -0.628
C -1.088 -2.386 -0.247
C -0.687 -3.777 -0.802
C -0.031 -4.767 0.185
C 1.294 -5.394 -0.279
C 1.313 -5.852 -1.734
O 1.634 -4.789 -2.645
C 2.925 -4.419 -2.689
O 3.283 -3.386 -3.158
N -1.544 -1.584 -1.427
C -2.858 -1.466 -1.419
N -3.540 -0.565 -2.098
O -2.810 0.265 -2.936
P -5.322 -0.325 -1.834
O -5.278 0.929 -0.825
Cl -5.678 0.516 -3.639
N -3.472 -2.342 -0.564
C -4.223 -3.491 -1.056
C -4.425 -3.540 -2.553
F -5.451 -3.477 -0.435
C -2.452 -2.535 0.527
O -2.530 -3.775 1.115
P -2.922 -1.085 1.726
O -4.508 -1.431 1.867
Br -2.082 -1.853 3.606
H 0.849 1.494 1.732
H 1.827 0.045 1.731
H 1.635 1.016 0.244
H -0.649 0.367 -0.032
H -0.788 -0.065 1.661
H 0.263 -2.156 1.405
H -1.625 -4.223 -1.142
H -0.091 -3.624 -1.697
H -0.730 -5.576 0.393
H 0.135 -4.287 1.151
H 2.138 -4.729 -0.086
H 1.476 -6.283 0.331
H 0.334 -6.220 -2.040
H 2.022 -6.672 -1.870
H 3.627 -5.160 -2.269
H -0.967 -0.806 -1.721
H -2.367 -0.301 -3.589
H -4.524 1.529 -0.892
H -3.726 -4.392 -0.705
H -4.812 -4.529 -2.797
H -3.484 -3.429 -3.096
H -5.165 -2.814 -2.887
H -3.318 -3.827 1.675
H -5.024 -0.658 1.596
C -6.213 2.791 -9.258
C -4.899 3.060 -10.000
C -4.400 1.987 -10.975
F -4.143 0.837 -10.316
F -3.255 2.419 -11.540
F -3.924 3.367 -9.121
F -5.132 4.158 -10.776
O -6.094 2.305 -7.933
C -6.029 0.982 -7.643
C -4.722 0.633 -6.919
F -3.652 0.928 -7.678
F -4.702 -0.699 -6.657
F -6.219 0.199 -8.714
F -7.019 0.703 -6.753
H -6.672 3.772 -9.145
H -6.890 2.181 -9.857
H -5.139 1.803 -11.759
H -4.654 1.180 -5.978
C -6.657 1.962 5.413
C -6.351 2.046 3.913
C -4.977 1.567 3.443
F -3.983 2.310 3.951
F -4.910 1.665 2.082
F -6.581 3.285 3.446
F -7.228 1.191 3.296
O -6.506 3.151 6.149
C -5.321 3.497 6.734
C -4.798 4.838 6.199
F -4.614 4.760 4.865
F -3.611 5.100 6.782
F -4.395 2.528 6.608
F -5.548 3.672 8.053
H -7.723 1.742 5.458
H -6.133 1.123 5.873
H -4.826 0.518 3.717
H -5.509 5.635 6.425
C 5.563 2.139 3.452
C 4.431 2.092 2.422
C 4.403 3.189 1.353
F 4.222 4.398 1.912
F 3.362 2.951 0.516
F 3.230 2.022 3.037
F 4.606 0.927 1.723
O 5.250 2.687 4.717
C 5.385 4.016 4.983
C 4.047 4.647 5.397
F 3.139 4.502 4.410
F 4.237 5.965 5.615
F 5.947 4.688 3.965
F 6.206 4.142 6.053
H 5.785 1.094 3.665
H 6.469 2.571 3.037
H 5.329 3.182 0.772
H 3.677 4.171 6.307
C 11.085 -1.260 1.393
C 10.366 -2.367 2.175
C 8.914 -2.675 1.795
F 8.121 -1.605 2.022
F 8.472 -3.696 2.560
F 10.452 -2.141 3.499
F 11.047 -3.517 1.893
O 11.147 0.010 2.010
C 10.176 0.945 1.845
C 9.547 1.341 3.189
F 8.996 0.272 3.791
F 8.553 2.237 2.947
F 9.232 0.563 0.965
F 10.749 2.069 1.356
H 12.122 -1.587 1.344
H 10.714 -1.198 0.370
H 8.845 -2.964 0.743
H 10.294 1.789 3.845

Forces on the atoms, in the same order (eV/Å):
-0.359 0.143 0.264
0.177 0.149 0.029
-0.027 0.017 0.049
0.008 0.005 -0.111
0.061 -0.443 -0.300
-0.409 -0.147 0.239
0.270 0.120 0.014
-0.107 -0.152 0.000
0.125 -0.186 0.146
-0.128 0.128 0.072
0.167 -0.101 0.025
-0.056 0.151 -0.127
0.187 0.600 0.677
-0.113 -0.145 -0.017
-0.358 -0.209 -0.562
0.390 0.098 0.318
-0.135 0.184 0.306
0.235 -0.452 -0.061
-0.051 0.019 -0.044
0.513 0.072 -0.194
-0.283 0.021 -0.042
0.004 -0.241 -0.016
-0.219 -0.029 0.063
0.073 0.155 0.759
-0.147 -0.086 -0.223
-0.243 0.523 -0.710
0.112 -0.335 0.199
-0.014 -0.180 0.071
0.056 0.028 -0.052
0.060 -0.036 -0.106
0.149 -0.185 -0.002
-0.076 -0.014 0.053
0.039 -0.053 -0.130
0.119 -0.085 -0.096
0.070 0.006 -0.153
0.126 0.094 0.089
-0.070 0.049 -0.049
0.010 -0.046 -0.002
-0.022 0.044 -0.120
-0.029 0.052 0.052
0.012 0.031 -0.079
0.044 0.063 -0.016
-0.123 -0.078 0.050
0.067 -0.052 -0.176
-0.255 -0.012 -0.221
-0.083 0.317 -0.052
0.127 0.051 0.046
-0.047 0.035 0.011
-0.010 0.085 0.005
0.102 0.048 -0.029
0.036 0.024 0.140
-0.092 -0.007 0.027
-0.411 0.149 -0.096
0.081 0.010 0.078
-0.016 0.074 -0.025
0.010 -0.017 -0.035
0.007 -0.043 0.004
-0.009 0.016 -0.029
-0.009 0.006 -0.012
0.418 0.068 0.044
-0.151 -0.052 0.060
0.177 0.007 -0.009
-0.035 -0.042 0.000
-0.007 -0.011 0.047
-0.004 -0.037 -0.017
-0.056 -0.042 -0.031
-0.006 -0.012 0.024
0.115 -0.087 -0.022
0.005 -0.025 0.003
-0.031 0.072 -0.064
-0.268 -0.336 0.236
0.014 0.233 -0.102
0.193 -0.067 0.128
-0.019 -0.004 -0.033
-0.084 -0.114 -0.022
-0.032 -0.038 -0.017
-0.002 -0.049 0.009
0.078 0.297 -0.366
-0.048 -0.032 0.208
-0.035 -0.004 0.034
0.016 0.015 0.005
0.012 0.023 -0.007
0.055 -0.009 -0.013
0.038 -0.071 0.024
0.005 0.018 0.021
0.099 0.033 -0.082
-0.001 0.007 0.052
0.006 0.013 -0.007
0.408 -0.315 0.126
-0.105 0.069 0.148
0.022 -0.053 -0.036
-0.019 0.009 -0.022
0.005 0.017 -0.002
0.032 -0.010 -0.043
-0.002 -0.011 -0.032
-0.530 0.028 -0.104
0.194 0.032 0.127
0.021 -0.017 0.029
0.001 0.016 0.004
-0.022 0.011 0.007
-0.005 0.040 -0.031
0.058 0.018 -0.044
0.006 -0.002 -0.011
-0.203 0.130 -0.110
0.002 0.029 0.007
-0.013 0.006 0.004
0.297 -0.032 -0.360
-0.025 0.057 0.116
0.046 -0.042 -0.016
-0.033 -0.035 0.009
-0.032 0.012 -0.005
0.013 -0.026 -0.013
0.006 -0.019 -0.015
-0.158 -0.141 0.393
0.074 0.127 -0.109
-0.034 -0.018 0.060
-0.009 0.001 -0.030
0.205 0.054 0.001
-0.039 0.018 -0.015
-0.014 -0.006 -0.077
0.002 0.024 0.011
-0.120 -0.012 0.054
-0.018 0.021 -0.003
0.001 0.032 -0.015

Its total energy is -11784.50512 Eh. The largest force on an atom is 0.92 eV/A. Its charge is +1. The calculation puts the gap between HOMO and LUMO at 9.3 eV.